Record 1
16
Properties=species:S:1:pos:R:3:forces:R:3 method="wB97M-V/def2-TZVPD" smiles="CC(C)(S)C(N)=O" homo_lumo_gap_ev=9.775 multiplicity=1 total_charge=0 lumo_ev=0.61
C 1.19747 0.65590 -0.20140 2.3 0.7 0.7
C -0.07796 -1.05722 -1.41073 0.0 -1.2 3.3
C -0.29777 -0.66533 1.32747 1.4 0.9 -4.5
C -0.18706 0.03265 -0.38331 1.0 0.2 5.0
N 1.46474 1.80184 0.53900 -1.1 -0.8 -0.7
O 2.21135 0.10454 -0.58974 -0.3 -1.0 -0.8
S -1.46324 1.34549 -0.29222 -0.1 -0.5 -2.0
H -1.07087 -1.51618 -1.47231 0.5 -0.4 -0.3
H 0.16456 -0.50883 -2.26011 0.8 0.1 -2.1
H 0.79058 -1.73243 -0.93952 -2.1 1.2 -1.8
H 0.50174 -1.30993 1.59920 1.2 0.0 -0.1
H -1.11943 -1.23886 1.43208 -3.1 -2.3 -0.7
H -0.52750 0.04403 2.01997 0.3 2.7 1.8
H 0.67644 2.16929 1.01671 -0.2 0.7 0.7
H 2.40027 1.78676 0.93849 -0.6 0.2 -0.1
H -1.45101 1.71058 -1.65956 0.1 -0.3 1.5



Record 2
9
Properties=species:S:1:pos:R:3:forces:R:3 method="wB97M-V/def2-TZVPD" homo_lumo_gap_ev="7.294 / 9.086" multiplicity=1 total_charge=0 lumo_ev="-0.36 / -0.01"
C 0.09316 0.02591 -1.33462 -0.4 0.3 -3.1
C 0.34098 -0.17702 1.50248 -0.3 1.0 -1.2
Se 1.41045 0.29382 0.07059 -0.4 -0.5 -0.1
H -0.11680 -1.00358 -1.86320 0.6 1.6 1.9
H -0.85977 0.50383 -0.97109 0.8 -0.6 -0.3
H 0.46911 0.64388 -2.26539 -0.6 -0.9 2.0
H 0.71569 -0.23099 2.47274 1.1 0.8 1.5
H -1.68493 0.86728 0.94677 0.7 -0.2 0.4
H -0.36790 -0.92314 1.44173 -1.4 -1.5 -1.0



Record 3
82
Properties=species:S:1:pos:R:3:forces:R:3 method="wB97M-V/def2-TZVPD" homo_lumo_gap_ev=2.421 multiplicity=1 total_charge=+1 lumo_ev=-5.36
C 0.14049 -2.62679 3.32834 0.2 -1.0 0.0
C 0.29558 -1.44327 3.23513 0.5 1.1 -1.1
C 0.53343 -0.06713 2.74824 -1.5 0.0 1.4
C -0.51137 0.28536 1.68019 0.3 0.1 -0.1
C -0.55102 -0.88610 0.65965 0.0 0.5 1.9
N -0.71292 -0.47581 -0.75628 -1.3 0.1 -0.8
C -1.91129 0.42860 -0.95146 -1.1 1.0 0.4
C -3.24810 0.01148 -0.33118 -0.6 -0.7 -0.3
C -4.11954 -1.08919 -1.04094 0.3 1.0 3.4
O -4.62256 -2.06872 -0.14481 0.7 0.1 -0.7
C -0.85748 -1.59334 -1.72722 0.4 -1.2 -0.8
C -1.31900 -2.94825 -1.20229 -0.3 -1.2 0.2
O -1.92142 -3.61353 -2.32763 0.0 0.9 -0.4
C -0.20300 -3.84496 -0.68255 0.2 -0.5 0.4
N -0.72893 -5.14509 -0.28522 0.1 0.7 0.4
O 0.33342 0.34235 -1.27586 0.2 -0.2 -0.5
C 1.58217 0.20882 -0.58434 2.1 -0.1 0.7
C 2.40004 -1.11104 -0.60696 0.1 0.4 0.4
C 3.01532 -1.26570 0.81420 -0.6 -0.9 -0.6
H 0.15475 -3.69883 3.35766 -0.3 0.0 0.3
H 0.49966 0.71659 3.65171 0.0 -1.5 -1.8
H 1.52028 0.03312 2.29991 0.0 -0.1 0.5
H -1.48707 0.42632 2.15470 0.0 -0.1 -0.1
H -0.23497 1.24073 1.22160 -0.1 -0.1 0.0
H 0.31266 -1.52617 0.82734 0.1 0.2 -0.6
H -1.38150 -1.49735 1.01563 -0.1 -0.2 -0.8
H -1.66505 1.41317 -0.55292 0.3 -0.3 0.2
H -2.06527 0.62325 -2.02064 0.4 -0.1 0.0
H -3.21006 -0.26716 0.72567 0.5 0.1 -0.1
H -3.86394 0.91756 -0.33328 0.3 0.1 -0.1
H -3.63290 -1.62854 -1.90069 0.6 0.4 2.1
H -5.05684 -0.59318 -1.47780 2.7 0.5 4.4
H -4.71039 -1.68169 0.73436 -0.1 -0.1 0.1
H 0.11574 -1.77768 -2.24268 -0.2 -0.6 1.5
H -1.54774 -1.33378 -2.54700 -0.2 0.3 0.5
H -2.10228 -2.91331 -0.43728 0.3 0.6 0.2
H -2.76442 -3.98113 -2.04862 0.1 -0.4 0.0
H 0.30464 -3.44656 0.20526 -0.1 0.5 -0.3
H 0.57997 -3.96575 -1.45392 -0.3 0.1 -0.2
H -1.74285 -5.12642 -0.27108 0.0 -0.3 -0.1
H -0.47876 -5.24709 0.70520 -0.1 -1.0 0.0
H 2.24919 0.95026 -1.03426 -0.6 0.2 -0.3
H 1.53399 0.52747 0.45718 -0.7 0.1 -0.3
H 1.84348 -2.03426 -0.78251 -0.1 0.2 -0.3
H 3.18178 -1.00761 -1.36578 -0.1 -0.2 0.0
H 3.90410 -1.89332 0.76171 0.2 0.3 0.1
H 3.16649 -0.30716 1.31904 0.4 -0.3 -0.3
H 2.28173 -1.84681 1.38583 0.3 0.2 0.3
N -0.54498 -7.51955 2.29162 0.1 -0.4 -0.1
O -0.66245 -6.27348 2.51230 0.0 0.7 -0.2
O -1.55205 -8.23689 2.30440 -0.1 0.2 0.0
O 0.57560 -7.99431 2.06237 0.0 0.2 0.0
C -3.24810 4.56294 -2.87007 0.2 -0.3 0.2
C -1.82519 4.73992 -3.38212 0.1 -0.9 -0.1
C -1.36876 3.29828 -3.54000 -0.1 0.2 0.1
O -2.54268 2.51052 -3.86089 0.0 -0.6 0.2
C -3.70973 3.33321 -3.63533 0.2 0.2 -0.4
H -3.88494 5.42785 -3.03613 0.1 0.1 0.0
H -3.22832 4.35345 -1.79394 -0.1 0.0 0.0
H -1.83761 5.23734 -4.34926 0.1 0.1 0.1
H -1.18882 5.33069 -2.71456 -0.1 0.5 -0.3
H -0.95033 2.90720 -2.59679 0.0 0.0 0.0
H -0.62338 3.17558 -4.32865 0.0 -0.1 -0.1
H -4.12783 3.60202 -4.60999 0.0 0.0 0.0
H -4.43445 2.73339 -3.09584 -0.4 -0.3 0.2
C 5.14959 4.32196 2.79249 0.2 -0.1 0.0
C 4.52857 3.06257 3.38646 -0.4 0.7 -0.5
C 5.20572 1.77324 2.88179 -2.8 -0.2 -5.0
C 5.06730 1.66890 1.41227 -0.2 0.0 1.2
N 4.95471 1.58817 0.27980 -0.1 -0.1 -0.8
H 5.03612 4.34770 1.70963 0.1 0.0 0.0
H 4.65787 5.20575 3.19316 0.0 0.0 0.1
H 6.22031 4.39240 3.02834 0.0 0.2 -0.1
H 3.46488 3.03182 3.14457 0.0 -0.3 0.3
H 4.60381 3.11337 4.47856 -1.1 0.2 -0.4
H 4.74206 0.89709 3.35146 0.0 -0.1 -0.2
H 6.26562 1.77439 3.14832 -3.4 -1.2 -8.5
Li 0.15551 -0.69227 -3.44905 0.4 1.1 -0.6
F -1.11805 7.11638 -2.92295 0.1 0.1 0.2
Cs 6.62880 1.99868 4.69086 7.3 1.1 14.1
Cl 1.40714 1.99930 4.43506 1.1 1.4 0.9
Cs -5.25414 -1.16336 -3.21683 -4.0 -1.2 -9.1